# 1
ORCA calculation (ωB97M-V with the def2-TZVPD basis set) on a cluster of 2 separate species, C3H10N in total in a non-equilibrium geometry.

```
! wB97M-V def2-TZVPD RIJCOSX def2/J DEFGRID3
* xyz 1 1
C -0.561 -1.163 -0.544
C 1.292 0.397 -0.350
C -0.834 0.900 0.701
N 0.085 -0.142 0.277
H -0.881 -0.724 -1.491
H 0.128 -1.977 -0.763
H -1.436 -1.570 -0.041
H 1.757 1.145 0.290
H 2.015 -0.394 -0.540
H 1.042 0.865 -1.305
H -0.360 1.600 1.387
H -1.152 1.456 -0.187
H -1.720 0.481 1.176
H 0.623 -0.876 1.390
*
```

Calculated values
HOMO level: -17.62 eV
Lowest unoccupied orbital energy: -5.080 eV
Energy relative to the best compared isomer or geometry (same formula, charge and spin): 195.3 kJ/mol
HOMO-LUMO gap: 12.5 eV
F_max: 5.7 eV Å⁻¹

=====

# 2
ORCA calculation (ωB97M-V with the def2-TZVPD basis set) on a structure of composition C4H6N3 in a non-equilibrium geometry.

```
! wB97M-V def2-TZVPD RIJCOSX def2/J DEFGRID3
* xyz 1 1
C 4.566 -0.093 -0.284
C -0.119 -0.164 -0.085
C -2.494 -0.711 0.170
C -2.371 0.711 -0.141
N 3.465 -0.020 0.020
N -1.349 -0.209 -0.508
N 0.986 0.005 0.319
H 5.552 0.083 -0.395
H -2.254 -0.842 1.286
H -3.046 -1.471 -0.347
H -2.795 1.223 -0.890
H -2.253 1.444 0.656
H 2.113 0.045 0.200
*
```

Calculated values
HOMO level: -15.19 eV
Lowest unoccupied orbital energy: -3.169 eV
Energy relative to the best compared isomer or geometry (same formula, charge and spin): 314.9 kJ/mol
HOMO-LUMO gap: 12.0 eV
F_max: 4.4 eV Å⁻¹

=====

# 3
ORCA calculation (ωB97M-V with the def2-TZVPD basis set) on a cluster of 2 separate species, C12H17N in total in a non-equilibrium geometry.

```
! wB97M-V def2-TZVPD RIJCOSX def2/J DEFGRID3
* xyz 0 1
C 1.875 1.537 -2.837
C 1.788 1.503 -1.330
C 1.527 2.461 -0.417
N 1.464 1.898 0.852
C 1.788 0.570 0.730
C 2.018 -0.353 1.749
C 2.353 -1.627 1.299
C 2.133 -2.055 -0.013
C 1.912 -1.109 -0.998
C 1.782 0.227 -0.636
H 0.904 1.343 -3.288
H 2.545 0.721 -3.119
H 2.381 2.436 -3.190
H 1.392 3.517 -0.587
H 1.605 2.368 1.728
H 1.978 -0.232 2.808
H 2.725 -2.350 2.014
H 2.136 -3.112 -0.240
H 1.892 -1.404 -2.019
C -3.678 0.315 -0.133
C -3.721 -1.023 0.607
C -2.527 -1.153 1.583
H -3.953 0.130 -1.180
H -2.668 0.713 -0.215
H -4.350 1.107 0.190
H -4.609 -1.038 1.248
H -3.817 -1.856 -0.077
H -2.586 -0.273 2.220
H -2.629 -1.979 2.287
H -1.658 -1.283 0.964
*
```

Calculated values
HOMO level: -7.87 eV
Lowest unoccupied orbital energy: 0.913 eV
Energy relative to the best compared isomer or geometry (same formula, charge and spin): 88.9 kJ/mol
HOMO-LUMO gap: 8.8 eV
F_max: 1.9 eV Å⁻¹

=====

# 4
ORCA calculation (ωB97M-V with the def2-TZVPD basis set) on an isolated molecule of C3H4N2 in a non-equilibrium geometry.

```
! wB97M-V def2-TZVPD RIJCOSX def2/J DEFGRID3
* xyz 0 1
C -0.992 -0.201 -0.227
N -0.489 -1.260 0.284
C 0.840 -0.927 0.571
N 1.172 0.282 0.321
C 0.023 0.904 -0.296
H -2.004 -0.137 -0.579
H 1.469 -1.613 1.106
H 0.285 1.083 -1.347
H -0.303 1.871 0.166
*
```

Calculated values
HOMO level: -10.29 eV
Lowest unoccupied orbital energy: 0.579 eV
Energy relative to the best compared isomer or geometry (same formula, charge and spin): 81.4 kJ/mol
HOMO-LUMO gap: 10.9 eV
F_max: 1.4 eV Å⁻¹

=====

# 5
ORCA calculation (ωB97M-V with the def2-TZVPD basis set) on an isolated molecule of C15H12BrN3S in a non-equilibrium geometry.

```
! wB97M-V def2-TZVPD RIJCOSX def2/J DEFGRID3
* xyz 0 1
S -0.513 2.374 -1.004
C -0.678 0.833 -0.370
N -1.918 0.285 -0.208
C -2.093 -0.845 0.445
C -3.440 -1.446 0.654
C -4.583 -0.684 0.347
C -5.833 -1.295 0.524
C -5.945 -2.622 0.962
C -4.789 -3.341 1.207
C -3.556 -2.800 0.997
N -0.994 -1.436 1.030
C 0.407 -1.143 0.659
N 0.489 0.124 -0.059
C 1.783 0.460 -0.521
C 2.066 0.557 -1.901
C 3.365 0.748 -2.354
C 4.417 0.932 -1.470
Br 6.160 1.262 -2.080
C 4.140 0.876 -0.097
C 2.846 0.626 0.366
H -4.500 0.329 -0.029
H -6.761 -0.732 0.340
H -6.908 -3.074 1.069
H -4.935 -4.367 1.538
H -2.695 -3.459 1.014
H -1.186 -2.196 1.654
H 0.754 -1.997 0.024
H 1.033 -1.058 1.583
H 1.323 0.422 -2.677
H 3.634 0.811 -3.419
H 4.949 1.101 0.589
H 2.708 0.540 1.422
*
```

Calculated values
HOMO level: -7.75 eV
Lowest unoccupied orbital energy: -0.442 eV
Energy relative to the best compared isomer or geometry (same formula, charge and spin): 5.9 kJ/mol
HOMO-LUMO gap: 7.3 eV
F_max: 2.6 eV Å⁻¹

=====

# 6
ORCA calculation (ωB97M-V with the def2-TZVPD basis set) on a cluster of 3 separate species, C19H28B3N3O4 in total.

```
! wB97M-V def2-TZVPD RIJCOSX def2/J DEFGRID3
* xyz 0 1
C -0.999 4.485 -0.748
C -0.746 3.682 0.544
C 0.753 3.465 0.805
C -1.611 2.400 0.633
C -1.266 1.551 1.860
C -1.641 1.553 -0.639
O -0.364 1.422 -1.282
B 0.199 0.200 -1.377
O 0.122 -0.760 -0.371
B 0.592 -2.005 -0.745
O 0.374 -2.433 -2.044
B 0.381 -1.411 -2.981
C -0.230 -1.570 -4.406
C 0.507 -1.460 -5.587
C -0.144 -1.576 -6.805
C -1.516 -1.787 -6.807
N -2.242 -1.901 -5.698
C -1.602 -1.796 -4.537
O 0.870 -0.192 -2.540
H -1.750 5.261 -0.577
H -0.091 4.998 -1.069
H -1.344 3.871 -1.577
H -1.087 4.310 1.377
H 0.914 3.142 1.833
H 1.274 4.410 0.630
H 1.186 2.732 0.124
H -2.648 2.739 0.761
H -1.841 0.621 1.851
H -0.209 1.283 1.884
H -1.494 2.090 2.783
H -2.316 1.992 -1.376
H -2.047 0.565 -0.398
H 1.213 -2.644 0.035
H 1.575 -1.278 -5.545
H 0.406 -1.486 -7.734
H -2.050 -1.869 -7.748
H -2.220 -1.893 -3.647
C 2.440 -6.155 0.119
C 1.174 -5.662 -0.301
C 0.221 -6.292 0.453
N 0.862 -7.145 1.310
C 2.213 -7.068 1.114
H 3.405 -5.871 -0.266
H 0.987 -4.932 -1.070
H -0.852 -6.206 0.453
H 0.409 -7.739 1.979
H 2.894 -7.664 1.696
C 0.310 4.137 4.728
C 1.650 3.679 4.852
C 1.698 2.856 5.945
N 0.442 2.802 6.484
C -0.411 3.578 5.748
H -0.080 4.800 3.973
H 2.480 3.924 4.211
H 2.515 2.308 6.382
H 0.185 2.273 7.296
H -1.451 3.665 6.011
*
```

Calculated values
HOMO level: -8.26 eV
Lowest unoccupied orbital energy: 0.606 eV
Energy relative to the best compared isomer or geometry (same formula, charge and spin): 0.0 kJ/mol
HOMO-LUMO gap: 8.9 eV
F_max: 0.8 eV Å⁻¹